{
  "formula": "C27H44N4OTi",
  "method": "ωB97M-V/def2-TZVPD",
  "multiplicity": 1,
  "total_charge": 2,
  "energy_ha": -2198.468429,
  "species": ["Ti", "C", "C", "N", "C", "C", "N", "C", "C", "C", "N", "C", "C", "N", "C", "H", "H", "H", "H", "H", "H", "H", "H", "H", "H", "H", "H", "H", "H", "H", "H", "H", "H", "H", "H", "H", "H", "H", "H", "C", "C", "C", "C", "C", "C", "C", "C", "C", "H", "H", "H", "H", "H", "H", "H", "H", "H", "H", "H", "H", "C", "C", "O", "C", "C", "C", "C", "C", "C", "H", "H", "H", "H", "H", "H", "H", "H"],
  "positions_angstrom": [[-0.277, -0.341, -0.291], [1.787, -0.057, -3.197], [1.479, -1.507, -2.896], [0.595, -1.712, -1.722], [-0.845, -1.595, -1.832], [-2.107, 0.635, -0.333], [-1.224, 1.314, 0.572], [-1.726, 1.811, 1.877], [-1.929, 3.345, 1.877], [-1.915, 3.990, 0.490], [-0.571, 3.813, -0.078], [-0.377, 3.836, -1.524], [0.619, 2.772, -1.995], [0.026, 1.398, -2.167], [0.552, 0.788, -3.430], [2.421, -0.041, -4.086], [2.377, 0.384, -2.389], [2.402, -2.050, -2.696], [1.003, -1.981, -3.760], [0.867, -2.582, -1.281], [-1.359, -2.514, -1.568], [-1.185, -1.200, -2.782], [-2.951, 0.176, 0.173], [-2.421, 1.198, -1.209], [-0.747, 2.148, 0.170], [-1.037, 1.518, 2.671], [-2.670, 1.297, 2.068], [-1.145, 3.820, 2.474], [-2.864, 3.582, 2.384], [-2.220, 5.037, 0.554], [-2.628, 3.494, -0.174], [0.093, 4.416, 0.389], [-0.021, 4.810, -1.872], [-1.344, 3.679, -2.014], [1.466, 2.720, -1.309], [1.008, 3.096, -2.962], [-0.960, 1.556, -2.344], [0.768, 1.588, -4.140], [-0.242, 0.194, -3.883], [2.224, -2.503, 1.247], [2.537, -1.118, 0.742], [1.914, 0.027, 1.263], [2.413, 1.305, 0.951], [1.971, 2.509, 1.728], [3.440, 1.417, 0.026], [4.036, 0.295, -0.547], [5.191, 0.438, -1.493], [3.576, -0.962, -0.170], [1.318, -2.936, 0.812], [2.096, -2.503, 2.328], [3.042, -3.183, 1.014], [1.232, -0.064, 2.103], [2.570, 2.589, 2.638], [0.926, 2.449, 2.027], [2.124, 3.428, 1.164], [3.831, 2.401, -0.208], [6.131, 0.450, -0.938], [5.134, 1.368, -2.058], [5.237, -0.394, -2.195], [4.071, -1.846, -0.556], [-0.681, -2.392, 3.274], [-1.380, -2.290, 1.960], [-0.892, -1.501, 1.090], [-2.578, -3.034, 1.676], [-3.388, -2.687, 0.581], [-4.542, -3.400, 0.335], [-4.886, -4.463, 1.164], [-4.096, -4.815, 2.254], [-2.952, -4.092, 2.524], [0.043, -1.593, 3.382], [-0.154, -3.350, 3.324], [-1.396, -2.374, 4.094], [-3.110, -1.848, -0.039], [-5.184, -3.132, -0.492], [-5.790, -5.024, 0.966], [-4.382, -5.644, 2.886], [-2.342, -4.362, 3.374]]
}

***

{
  "formula": "C11H19BO2",
  "method": "ωB97M-V/def2-TZVPD",
  "multiplicity": 1,
  "energy_ha": -605.752377,
  "species": ["B", "C", "C", "C", "C", "C", "C", "C", "C", "C", "C", "C", "O", "O", "H", "H", "H", "H", "H", "H", "H", "H", "H", "H", "H", "H", "H", "H", "H", "H", "H", "H", "H"],
  "positions_angstrom": [[-0.274, -0.373, 0.594], [-3.376, -2.007, -0.619], [-1.939, -1.916, -0.571], [-3.807, -1.047, 0.216], [-1.632, -0.952, 0.368], [-1.059, 3.467, -1.161], [2.502, -1.701, 1.256], [2.998, -2.321, -1.211], [0.324, 0.960, 1.255], [0.031, 2.936, -0.247], [-0.566, 2.179, 0.905], [2.315, -1.304, -0.241], [-2.814, -0.453, 0.830], [0.938, -1.284, -0.644], [-3.857, -2.865, -1.006], [-1.282, -2.597, -0.964], [-4.858, -0.702, 0.460], [-1.350, 4.518, -0.776], [-1.943, 2.753, -1.078], [-0.678, 3.501, -2.224], [3.583, -1.343, 1.408], [1.779, -1.138, 1.808], [2.370, -2.792, 1.366], [3.816, -2.806, -0.811], [3.183, -1.963, -2.210], [2.202, -3.157, -1.363], [1.277, 1.225, 0.894], [0.450, 0.917, 2.392], [0.600, 2.268, -0.814], [0.603, 3.616, 0.254], [-1.512, 1.862, 0.634], [-0.765, 2.831, 1.741], [2.741, -0.312, -0.440]]
}

***

{
  "formula": "C20H20CrN5O",
  "method": "ωB97M-V/def2-TZVPD",
  "s_squared": 3.78,
  "multiplicity": 4,
  "total_charge": 2,
  "energy_ha": -2167.160062,
  "species": ["Cr", "C", "C", "C", "C", "C", "C", "C", "N", "N", "C", "C", "C", "C", "C", "C", "N", "C", "C", "C", "C", "C", "C", "N", "H", "H", "H", "H", "H", "H", "H", "H", "H", "H", "H", "H", "H", "H", "H", "H", "H", "H", "H", "H", "O", "C", "N"],
  "positions_angstrom": [[-0.836, 0.059, -0.045], [2.078, -1.026, 0.053], [2.419, 0.460, 0.164], [1.606, 1.248, 1.166], [2.280, 2.054, 2.116], [1.585, 2.664, 3.093], [0.222, 2.478, 3.250], [-0.404, 1.694, 2.280], [0.271, 1.110, 1.252], [0.832, -1.212, -0.644], [1.032, -0.849, -2.150], [0.556, 0.549, -2.543], [0.765, 1.055, -3.809], [0.257, 2.329, -4.097], [-0.566, 2.974, -3.171], [-0.781, 2.339, -1.933], [-0.176, 1.183, -1.647], [0.360, -2.562, -0.558], [-0.588, -2.748, 0.622], [-0.995, -4.007, 1.051], [-1.948, -4.106, 2.103], [-2.573, -2.914, 2.557], [-2.241, -1.678, 2.005], [-1.215, -1.606, 1.106], [1.996, -1.412, 1.081], [2.897, -1.466, -0.515], [2.301, 0.960, -0.810], [3.418, 0.562, 0.535], [3.316, 2.261, 1.931], [2.191, 3.393, 3.656], [-0.372, 2.974, 4.043], [-1.461, 1.539, 2.282], [0.532, -1.646, -2.686], [2.052, -0.889, -2.484], [1.369, 0.496, -4.534], [0.412, 2.760, -5.058], [-1.034, 3.907, -3.401], [-1.348, 2.837, -1.160], [1.161, -3.279, -0.593], [-0.167, -2.835, -1.489], [-0.685, -4.940, 0.600], [-2.200, -5.054, 2.358], [-3.382, -3.017, 3.200], [-2.724, -0.755, 2.269], [-4.200, 1.936, -1.139], [-3.427, 1.373, -0.494], [-2.587, 0.806, 0.188]]
}

***

{
  "formula": "C25H53O6P",
  "method": "ωB97M-V/def2-TZVPD",
  "multiplicity": 1,
  "smiles": "CCCCCCCC[C@H](CCCCCC)OC[C@@H](O)OCCCCP(=O)(OCC)OCC",
  "energy_ha": -1777.222631,
  "species": ["C", "C", "C", "C", "C", "C", "C", "C", "C", "C", "C", "C", "C", "C", "C", "O", "C", "C", "O", "O", "C", "C", "C", "C", "P", "O", "O", "C", "C", "O", "C", "C", "H", "H", "H", "H", "H", "H", "H", "H", "H", "H", "H", "H", "H", "H", "H", "H", "H", "H", "H", "H", "H", "H", "H", "H", "H", "H", "H", "H", "H", "H", "H", "H", "H", "H", "H", "H", "H", "H", "H", "H", "H", "H", "H", "H", "H", "H", "H", "H", "H", "H", "H", "H", "H"],
  "positions_angstrom": [[6.091, 0.562, 1.623], [6.159, 2.098, 1.559], [4.789, 2.768, 1.655], [3.747, 2.263, 0.627], [3.204, 3.403, -0.236], [2.155, 3.002, -1.276], [0.718, 2.882, -0.741], [0.330, 1.480, -0.269], [-1.179, 1.224, -0.149], [-1.978, 2.381, 0.446], [-3.488, 2.237, 0.230], [-4.306, 3.278, 1.002], [-5.777, 2.864, 1.158], [-6.727, 4.051, 1.354], [-8.019, 3.662, 2.094], [-1.371, 0.067, 0.666], [-2.186, -0.949, 0.116], [-1.683, -2.316, 0.542], [-1.847, -2.508, 1.926], [-2.470, -3.209, -0.178], [-2.169, -4.583, -0.026], [-0.798, -4.973, -0.582], [-0.462, -4.230, -1.867], [0.815, -4.733, -2.573], [2.382, -4.114, -1.934], [3.498, -5.067, -2.013], [1.983, -3.697, -0.440], [3.017, -3.149, 0.403], [2.412, -2.866, 1.776], [2.722, -2.749, -2.699], [1.910, -1.577, -2.516], [0.882, -1.406, -3.634], [5.963, 0.116, 0.636], [5.260, 0.250, 2.260], [7.008, 0.146, 2.041], [6.664, 2.411, 0.642], [6.765, 2.438, 2.403], [4.906, 3.845, 1.505], [4.396, 2.641, 2.667], [2.910, 1.815, 1.172], [4.177, 1.492, -0.016], [4.054, 3.842, -0.772], [2.810, 4.195, 0.410], [2.166, 3.759, -2.063], [2.445, 2.050, -1.734], [0.007, 3.216, -1.501], [0.617, 3.579, 0.098], [0.798, 1.217, 0.683], [0.728, 0.766, -1.003], [-1.566, 1.017, -1.156], [-1.777, 2.417, 1.522], [-1.673, 3.337, 0.018], [-3.687, 2.376, -0.840], [-3.825, 1.234, 0.499], [-4.284, 4.223, 0.450], [-3.864, 3.429, 1.989], [-5.878, 2.203, 2.024], [-6.081, 2.288, 0.278], [-6.207, 4.828, 1.921], [-6.998, 4.475, 0.385], [-7.911, 3.811, 3.171], [-8.248, 2.605, 1.943], [-8.876, 4.252, 1.772], [-3.210, -0.857, 0.491], [-2.173, -0.916, -0.976], [-0.619, -2.415, 0.277], [-0.983, -2.618, 2.337], [-2.955, -5.097, -0.582], [-2.253, -4.890, 1.019], [-0.806, -6.052, -0.764], [-0.029, -4.800, 0.175], [-1.296, -4.342, -2.566], [-0.363, -3.162, -1.665], [0.753, -4.511, -3.639], [0.903, -5.819, -2.481], [3.415, -2.239, -0.052], [3.834, -3.869, 0.459], [1.439, -3.358, 1.832], [2.247, -1.801, 1.931], [3.035, -3.267, 2.572], [2.597, -0.731, -2.506], [1.413, -1.600, -1.544], [-0.111, -1.747, -3.342], [0.798, -0.349, -3.897], [1.208, -1.933, -4.530]]
}

***

{
  "formula": "C31H46N9O4P2Rb",
  "method": "ωB97M-V/def2-TZVPD",
  "multiplicity": 1,
  "energy_ha": -2709.544165,
  "species": ["Rb", "N", "C", "C", "N", "C", "C", "N", "C", "C", "N", "H", "H", "H", "H", "H", "H", "H", "H", "H", "H", "H", "H", "H", "H", "H", "H", "H", "H", "C", "P", "C", "C", "C", "C", "C", "C", "C", "P", "C", "C", "H", "H", "H", "H", "H", "H", "H", "H", "H", "H", "H", "H", "H", "H", "H", "H", "N", "C", "C", "C", "C", "C", "N", "C", "C", "C", "C", "C", "N", "H", "H", "H", "H", "H", "H", "H", "H", "H", "O", "C", "O", "C", "C", "N", "N", "C", "C", "O", "O", "H", "H", "H"],
  "positions_angstrom": [[0.346, 0.280, 0.193], [0.290, -2.557, -0.684], [1.320, -2.931, -1.643], [1.598, -1.813, -2.645], [2.169, -0.597, -2.082], [2.135, 0.509, -3.041], [0.770, 1.112, -3.332], [0.156, 1.771, -2.180], [3.553, -0.783, -1.640], [3.932, 0.115, -0.471], [3.380, -0.401, 0.781], [-0.611, -2.462, -1.141], [0.189, -3.238, 0.057], [2.226, -3.177, -1.086], [1.065, -3.826, -2.232], [2.238, -2.204, -3.458], [0.646, -1.556, -3.117], [2.770, 1.307, -2.647], [2.585, 0.193, -4.000], [0.921, 1.817, -4.159], [0.096, 0.342, -3.710], [0.848, 2.023, -1.474], [-0.269, 2.647, -2.452], [3.701, -1.822, -1.343], [4.243, -0.608, -2.482], [5.025, 0.217, -0.443], [3.528, 1.120, -0.611], [3.923, -1.192, 1.109], [3.443, 0.312, 1.499], [-4.034, 1.473, 0.249], [-3.366, 0.917, -1.364], [-3.729, 2.417, -2.355], [-4.689, -0.229, -1.946], [-6.030, 0.017, -1.654], [-7.027, -0.873, -2.013], [-6.685, -2.041, -2.680], [-5.361, -2.292, -2.996], [-4.347, -1.397, -2.642], [-2.592, -1.745, -3.061], [-2.695, -3.391, -3.855], [-2.458, -0.712, -4.572], [-5.041, 1.892, 0.202], [-3.358, 2.248, 0.615], [-4.024, 0.650, 0.966], [-4.777, 2.721, -2.292], [-3.475, 2.248, -3.401], [-3.110, 3.238, -1.990], [-6.304, 0.922, -1.125], [-8.059, -0.659, -1.768], [-7.448, -2.755, -2.962], [-5.120, -3.203, -3.525], [-3.342, -3.438, -4.734], [-3.011, -4.149, -3.138], [-1.678, -3.643, -4.164], [-3.298, -0.878, -5.248], [-1.532, -0.956, -5.097], [-2.419, 0.342, -4.301], [-1.543, -2.003, 3.963], [-2.384, -2.183, 2.872], [-3.570, -2.908, 3.109], [-4.436, -3.122, 2.064], [-4.116, -2.620, 0.803], [-2.929, -1.933, 0.678], [-2.069, -1.705, 1.679], [-0.390, -1.244, 4.148], [0.235, -1.328, 5.407], [1.356, -0.565, 5.632], [1.841, 0.257, 4.616], [1.157, 0.256, 3.421], [0.058, -0.469, 3.180], [-1.851, -2.477, 4.794], [-3.792, -3.280, 4.101], [-5.354, -3.671, 2.226], [-4.764, -2.749, -0.054], [-2.631, -1.526, -0.284], [-0.165, -1.975, 6.177], [1.850, -0.604, 6.594], [2.714, 0.880, 4.748], [1.478, 0.885, 2.598], [1.131, 6.296, 2.804], [-0.049, 5.859, 3.190], [-0.820, 6.540, 3.831], [-0.443, 4.478, 2.780], [-1.624, 3.922, 3.225], [-1.692, 2.690, 2.699], [-0.631, 2.388, 1.940], [0.146, 3.463, 1.980], [1.499, 3.444, 1.282], [2.304, 4.333, 1.635], [1.703, 2.526, 0.462], [1.614, 5.581, 2.256], [-2.384, 4.336, 3.865], [-2.396, 1.989, 2.847]]
}

***

{
  "formula": "C34H62ClO11P",
  "method": "ωB97M-V/def2-TZVPD",
  "multiplicity": 1,
  "smiles": "CCCCCCCCCCCC1=C([PH2]=O)C(=O)C(Cl)=C(CCCOC(C)=O)C1=O.COCCOCCOC.COCCOCCOC",
  "energy_ha": -2961.701296,
  "species": ["C", "C", "C", "C", "C", "C", "C", "C", "C", "C", "C", "C", "C", "P", "O", "C", "O", "C", "Cl", "C", "C", "C", "C", "O", "C", "C", "O", "C", "O", "H", "H", "H", "H", "H", "H", "H", "H", "H", "H", "H", "H", "H", "H", "H", "H", "H", "H", "H", "H", "H", "H", "H", "H", "H", "H", "H", "H", "H", "H", "H", "H", "H", "H", "C", "O", "C", "C", "O", "C", "C", "O", "C", "H", "H", "H", "H", "H", "H", "H", "H", "H", "H", "H", "H", "H", "H", "C", "O", "C", "C", "O", "C", "C", "O", "C", "H", "H", "H", "H", "H", "H", "H", "H", "H", "H", "H", "H", "H", "H"],
  "positions_angstrom": [[7.497, 0.690, 4.092], [7.336, 0.002, 2.713], [5.877, -0.203, 2.263], [5.153, -1.419, 2.872], [4.870, -1.332, 4.382], [3.659, -0.415, 4.700], [2.319, -1.200, 4.735], [1.111, -0.322, 4.280], [0.216, -0.975, 3.202], [0.269, -0.275, 1.806], [-1.046, 0.485, 1.466], [-1.424, 1.518, 2.513], [-2.654, 1.796, 2.906], [-4.144, 0.993, 2.195], [-4.869, 1.989, 1.374], [-2.889, 2.833, 3.991], [-3.886, 3.423, 4.052], [-1.774, 3.017, 4.999], [-2.107, 3.566, 6.616], [-0.542, 2.785, 4.615], [0.695, 2.963, 5.471], [1.404, 4.288, 5.021], [2.760, 4.008, 4.361], [3.069, 5.112, 3.497], [4.299, 5.041, 2.982], [4.635, 5.896, 1.773], [5.145, 4.362, 3.427], [-0.328, 2.347, 3.190], [0.628, 2.639, 2.555], [6.608, 1.273, 4.354], [7.589, -0.083, 4.869], [8.412, 1.286, 4.154], [7.931, -0.915, 2.634], [7.789, 0.691, 1.983], [5.915, -0.385, 1.176], [5.312, 0.733, 2.368], [4.173, -1.482, 2.369], [5.681, -2.350, 2.633], [4.571, -2.343, 4.704], [5.736, -1.071, 4.993], [3.624, 0.398, 3.960], [3.833, 0.031, 5.688], [2.176, -1.509, 5.776], [2.410, -2.088, 4.097], [0.535, -0.090, 5.186], [1.540, 0.612, 3.906], [-0.828, -1.013, 3.541], [0.565, -2.004, 3.060], [1.141, 0.382, 1.784], [0.334, -1.079, 1.064], [-0.920, 0.997, 0.503], [-1.796, -0.297, 1.358], [-4.950, 0.506, 3.252], [-3.777, -0.057, 1.318], [1.381, 2.127, 5.310], [0.460, 2.972, 6.535], [0.781, 4.793, 4.274], [1.487, 4.984, 5.861], [2.749, 3.100, 3.751], [3.487, 3.892, 5.173], [5.695, 6.149, 1.820], [4.491, 5.325, 0.851], [4.067, 6.831, 1.736], [-5.928, 2.147, -1.575], [-5.695, 1.538, -2.836], [-4.387, 1.016, -2.978], [-4.392, -0.366, -3.606], [-4.929, -1.406, -2.799], [-6.321, -1.393, -2.512], [-7.237, -1.638, -3.698], [-7.239, -0.542, -4.598], [-7.194, -0.917, -5.958], [-5.533, 3.167, -1.568], [-7.007, 2.186, -1.417], [-5.493, 1.573, -0.758], [-3.876, 0.967, -2.010], [-3.830, 1.699, -3.632], [-3.348, -0.645, -3.780], [-4.865, -0.355, -4.589], [-6.600, -0.485, -1.977], [-6.477, -2.219, -1.812], [-8.262, -1.767, -3.331], [-6.933, -2.562, -4.203], [-6.478, -1.727, -6.131], [-6.870, -0.049, -6.533], [-8.188, -1.219, -6.306], [-1.428, -1.125, -6.635], [-0.763, -2.015, -5.763], [-1.601, -3.037, -5.240], [-0.923, -4.395, -5.274], [-0.724, -4.951, -6.566], [0.208, -4.329, -7.441], [1.663, -4.417, -7.019], [1.934, -3.609, -5.884], [2.761, -4.228, -4.923], [-1.967, -0.366, -6.059], [-0.674, -0.630, -7.248], [-2.114, -1.649, -7.308], [-2.546, -3.095, -5.790], [-1.822, -2.777, -4.197], [-1.585, -5.096, -4.759], [0.009, -4.386, -4.706], [-0.082, -3.299, -7.651], [0.116, -4.871, -8.387], [2.291, -4.053, -7.841], [1.921, -5.464, -6.827], [2.478, -5.273, -4.759], [2.638, -3.692, -3.982], [3.811, -4.173, -5.227]]
}

***

{
  "formula": "C5H9N2",
  "method": "ωB97M-V/def2-TZVPD",
  "multiplicity": 1,
  "total_charge": 1,
  "energy_ha": -304.801764,
  "species": ["C", "C", "C", "C", "C", "N", "N", "H", "H", "H", "H", "H", "H", "H", "H", "H"],
  "positions_angstrom": [[3.282, -0.876, -0.107], [3.812, 1.137, -0.099], [2.762, 0.204, 0.417], [-3.143, 0.469, -0.350], [-1.002, -0.691, -0.053], [4.451, 0.051, 0.007], [-2.104, -0.052, 0.600], [3.406, -2.019, -0.287], [3.785, 2.221, -0.395], [-3.828, 1.017, 0.163], [-2.620, 1.115, -1.049], [-3.325, -0.406, -1.054], [-1.257, -1.645, -0.549], [-0.036, -0.321, 0.095], [-1.640, 0.553, 1.384], [-2.541, -0.759, 1.278]]
}